ORCA calculation (ωB97M-V with the def2-TZVPD basis set) on a structure of composition CH3LiOPm in a non-equilibrium geometry.

```
! wB97M-V def2-TZVPD RIJCOSX def2/J DEFGRID3
* xyz 2 6
H -1.32 1.01 1.98
Pm -3.49 1.29 3.24
O 0.37 -0.06 -1.01
Li -0.42 0.23 0.69
H 1.48 -0.68 -2.58
H 2.06 -1.16 -0.84
C 1.33 -0.63 -1.48
*
```

## Properties
F_max in eV/Å: 1.436
⟨S²⟩: 8.76
HOMO energy (alpha / beta) in eV: -17.08 / -17.39


ORCA calculation (ωB97M-V with the def2-TZVPD basis set) on the molecule CH3N in a non-equilibrium geometry.

```
! wB97M-V def2-TZVPD RIJCOSX def2/J DEFGRID3
* xyz 0 1
H -1.11 0.30 0.28
H 0.93 -0.03 0.86
N -0.81 -0.70 -0.17
C 0.28 -0.03 -0.04
H 0.71 0.46 -0.94
*
```

## Properties
F_max in eV/Å: 1.800
SMILES string: C=N
HOMO energy in eV: -8.27
Energy above the lowest of the compared OMol25 structures with the same formula, charge and spin in eV: 3.111


ORCA calculation (ωB97M-V with the def2-TZVPD basis set) on the ion CH3N2 with charge +1 in a non-equilibrium geometry.

```
! wB97M-V def2-TZVPD RIJCOSX def2/J DEFGRID3
* xyz 1 1
H 1.94 1.37 1.08
N 1.20 -0.31 -0.19
N 1.85 0.65 0.33
H -0.72 -1.65 -0.41
C 0.24 -1.13 -0.08
H 2.40 0.61 -0.56
*
```

## Properties
F_max in eV/Å: 12.777
SMILES string: C#[N+]N
HOMO energy in eV: -16.26
Energy above the lowest of the compared OMol25 structures with the same formula, charge and spin in eV: 3.312


ORCA calculation (ωB97M-V with the def2-TZVPD basis set) on the ion CH3N2 with charge +1 in a non-equilibrium geometry.

```
! wB97M-V def2-TZVPD RIJCOSX def2/J DEFGRID3
* xyz 1 1
H 1.92 0.18 -0.18
N -1.39 0.66 0.58
H -2.04 0.36 1.32
C 1.13 -0.44 -0.55
H 0.78 -0.98 -1.39
N -0.40 0.21 0.23
*
```

## Properties
F_max in eV/Å: 5.186
SMILES string: C=[N+]=N
HOMO energy (alpha / beta) in eV: -16.65 / -15.34
Energy above the lowest of the compared OMol25 structures with the same formula, charge and spin in eV: 4.598